DFT (the ωB97M-V functional and the def2-TZVPD basis) results for a molecular structure, C3H4CuO5.

```
13
Properties=species:S:1:pos:R:3:forces:R:3:lowdin_charge:R:1
C -1.853 -0.889 0.162 0.805 -0.383 -1.486 -0.410
C -1.894 0.433 -0.146 -0.686 0.176 0.145 -0.200
O -0.910 1.342 0.256 0.477 1.200 0.260 -0.028
C 0.283 1.465 -0.393 -0.649 -4.366 -1.609 -0.770
O 1.232 1.839 0.336 1.685 1.696 1.051 -0.100
O 0.421 0.884 -1.496 0.096 1.324 0.292 -0.026
O -0.822 -1.658 0.323 0.281 0.561 1.076 -0.214
H -2.846 -1.380 0.067 0.170 -0.023 -0.133 0.076
H -2.735 0.875 -0.683 0.013 -0.033 0.563 0.071
H 1.215 -0.983 0.290 3.072 -0.910 0.186 0.172
O 2.350 -1.092 0.324 -3.314 0.872 -0.565 -0.150
H 2.577 -1.715 1.018 -0.357 0.048 0.109 0.036
Cu 2.982 0.880 -0.057 -1.594 -0.161 0.110 0.541
```
Positions in Å, forces in eV/Å.

The charge is -1. For the total energy, the calculation gives -2133.373096 a.u. As for the spin multiplicity: 1.